A 12-piece molecular cluster, C57H162N21O24P9 overall in a non-equilibrium geometry. Source: the Open Molecules 2025 dataset; level of theory: ωB97M-V/def2-TZVPD.

CARTESIAN COORDINATES (ANGSTROEM)
C: -9.597 11.654 0.795
N: -8.480 11.403 1.699
C: -7.091 11.715 1.278
P: -8.961 10.465 3.022
O: -10.466 10.344 3.264
N: -8.236 8.973 2.530
C: -8.805 8.104 1.555
C: -6.852 8.620 2.756
N: -8.036 11.037 4.375
C: -8.000 10.236 5.674
C: -7.681 12.454 4.490
H: -9.234 12.342 0.032
H: -10.351 12.193 1.370
H: -10.024 10.716 0.440
H: -6.376 10.894 1.333
H: -6.608 12.518 1.836
H: -7.076 12.151 0.279
H: -9.851 8.009 1.845
H: -8.772 8.592 0.581
H: -8.280 7.149 1.547
H: -6.260 9.522 2.911
H: -6.809 8.006 3.656
H: -6.350 8.175 1.897
H: -8.881 10.472 6.270
H: -7.999 9.163 5.483
H: -7.160 10.593 6.270
H: -6.598 12.554 4.556
H: -8.148 12.762 5.426
H: -8.073 13.124 3.725
C: 5.658 21.449 -2.751
N: 5.141 21.269 -4.104
C: 5.859 21.979 -5.160
P: 3.508 20.902 -4.506
O: 3.299 20.467 -5.895
N: 2.910 19.769 -3.330
C: 3.739 18.622 -2.862
C: 1.585 19.302 -3.637
N: 2.771 22.379 -4.108
C: 1.932 23.103 -5.022
C: 2.917 23.023 -2.765
H: 6.599 20.915 -2.622
H: 4.929 21.055 -2.043
H: 5.726 22.500 -2.469
H: 5.433 22.958 -5.380
H: 5.876 21.390 -6.077
H: 6.903 22.065 -4.859
H: 4.772 18.948 -2.981
H: 3.501 18.274 -1.857
H: 3.714 17.779 -3.554
H: 1.079 19.071 -2.699
H: 1.057 20.107 -4.148
H: 1.699 18.543 -4.411
H: 0.960 23.191 -4.538
H: 2.348 24.060 -5.337
H: 1.792 22.573 -5.964
H: 3.810 23.647 -2.808
H: 3.146 22.289 -1.993
H: 2.025 23.583 -2.483
C: -1.263 30.504 13.212
N: -1.803 31.826 12.920
C: -2.858 32.359 13.821
P: -1.566 32.670 11.387
O: -1.655 34.162 11.334
N: -0.109 31.997 10.729
C: 0.138 32.079 9.296
C: 1.101 32.229 11.517
N: -2.792 31.886 10.417
C: -2.763 30.430 10.129
C: -4.074 32.457 10.211
H: -1.908 29.829 12.648
H: -1.364 30.294 14.277
H: -0.258 30.331 12.829
H: -2.659 32.047 14.846
H: -3.859 32.035 13.535
H: -2.795 33.447 13.844
H: 0.630 31.150 9.008
H: -0.774 32.154 8.704
H: 0.771 32.943 9.092
H: 1.153 31.841 12.534
H: 1.967 31.812 11.003
H: 1.354 33.287 11.588
H: -1.760 30.046 10.315
H: -3.371 30.053 10.952
H: -3.208 30.206 9.159
H: -4.078 33.363 9.606
H: -4.500 32.890 11.116
H: -4.744 31.750 9.721
C: 4.690 12.690 5.276
N: 3.279 12.161 5.186
C: 3.132 10.735 5.484
P: 2.105 13.036 4.302
O: 2.478 14.449 3.976
N: 1.862 12.103 2.865
C: 3.064 11.643 2.209
C: 0.641 12.468 2.077
N: 0.655 12.853 5.263
C: -0.160 11.630 5.418
C: 0.376 14.019 6.091
H: 4.623 13.778 5.241
H: 5.378 12.286 4.534
H: 5.059 12.496 6.283
H: 2.381 10.545 6.250
H: 4.053 10.315 5.889
H: 2.879 10.144 4.604
H: 3.862 11.299 2.866
H: 2.729 10.746 1.687
H: 3.457 12.503 1.666
H: -0.195 12.765 2.709
H: 0.778 13.271 1.352
H: 0.290 11.575 1.560
H: 0.223 10.782 4.851
H: -0.173 11.261 6.443
H: -1.186 11.910 5.183
H: -0.363 14.463 5.424
H: 1.293 14.594 6.216
H: -0.153 13.812 7.021
C: 7.255 16.501 11.754
N: 6.043 16.261 12.505
C: 4.858 16.922 11.898
P: 6.153 15.607 14.093
O: 7.376 14.889 14.443
N: 5.886 17.032 15.121
C: 4.626 17.672 15.128
C: 7.001 17.806 15.535
N: 4.786 14.630 14.407
C: 4.646 14.024 15.733
C: 4.258 13.776 13.367
H: 7.097 16.211 10.715
H: 8.078 15.899 12.139
H: 7.457 17.567 11.860
H: 4.593 16.482 10.936
H: 4.935 18.006 11.821
H: 3.989 16.721 12.525
H: 4.316 17.876 16.153
H: 4.653 18.635 14.619
H: 3.823 17.024 14.777
H: 7.205 18.644 14.869
H: 6.824 18.285 16.498
H: 7.882 17.169 15.606
H: 3.604 13.706 15.771
H: 5.324 13.177 15.835
H: 4.836 14.788 16.487
H: 4.868 12.872 13.363
H: 4.230 14.344 12.438
H: 3.278 13.363 13.605
C: -3.278 20.608 4.260
N: -3.697 21.956 4.749
C: -4.405 22.842 3.768
P: -2.984 22.712 6.158
O: -3.910 23.671 6.748
N: -2.393 21.466 7.172
C: -3.430 20.702 7.868
C: -1.323 21.745 8.071
N: -1.590 23.376 5.410
C: -1.726 24.712 4.786
C: -0.619 22.496 4.763
H: -2.600 20.625 3.407
H: -4.102 19.929 4.043
H: -2.802 20.086 5.090
H: -3.710 23.614 3.438
H: -5.235 23.303 4.304
H: -4.748 22.368 2.849
H: -4.091 20.263 7.120
H: -2.945 19.980 8.525
H: -3.995 21.372 8.516
H: -0.994 20.823 8.550
H: -0.471 22.167 7.538
H: -1.686 22.394 8.868
H: -1.946 24.648 3.720
H: -2.547 25.215 5.297
H: -0.833 25.332 4.869
H: -0.916 21.449 4.820
H: 0.357 22.695 5.206
H: -0.640 22.801 3.717
C: -6.396 13.335 17.356
C: -5.442 12.886 16.253
O: -4.195 12.387 16.697
P: -2.989 11.960 15.704
O: -3.422 11.218 14.474
O: -2.170 13.365 15.499
C: -2.465 14.308 14.592
C: -3.069 15.587 15.305
O: -2.035 11.062 16.668
C: -2.446 9.712 16.876
C: -1.502 9.189 18.006
H: -6.259 14.375 17.654
H: -7.410 13.205 16.978
H: -6.272 12.691 18.227
H: -5.943 12.063 15.742
H: -5.313 13.665 15.502
H: -1.515 14.438 14.075
H: -3.109 13.875 13.827
H: -2.677 15.726 16.313
H: -2.872 16.435 14.649
H: -4.135 15.584 15.531
H: -3.499 9.636 17.148
H: -2.270 9.047 16.031
H: -1.392 9.984 18.744
H: -1.976 8.421 18.618
H: -0.540 8.870 17.605
C: -13.183 20.504 12.876
C: -12.049 21.189 13.618
O: -10.851 20.888 12.990
P: -9.714 19.983 13.730
O: -10.040 19.576 15.104
O: -9.381 18.693 12.713
C: -10.344 17.652 12.838
C: -10.005 16.436 12.001
O: -8.344 20.800 13.507
C: -8.228 22.025 14.183
C: -7.143 22.864 13.446
H: -13.107 19.449 13.137
H: -14.145 20.917 13.178
H: -13.058 20.624 11.799
H: -12.064 22.266 13.452
H: -12.125 21.123 14.704
H: -10.363 17.346 13.884
H: -11.373 17.945 12.628
H: -10.525 15.590 12.451
H: -10.407 16.442 10.988
H: -8.986 16.051 12.027
H: -9.176 22.510 14.415
H: -7.799 21.794 15.158
H: -7.055 23.762 14.057
H: -6.107 22.533 13.369
H: -7.494 23.100 12.441
C: 0.462 32.729 -0.621
C: 1.513 32.051 -1.497
O: 1.257 32.576 -2.787
P: 2.545 32.606 -3.726
O: 2.881 31.352 -4.433
O: 2.169 33.834 -4.719
C: 3.143 34.215 -5.683
C: 2.802 35.669 -6.169
O: 3.762 33.216 -2.786
C: 3.642 34.511 -2.192
C: 4.736 35.412 -2.710
H: -0.516 32.382 -0.953
H: 0.566 32.629 0.459
H: 0.536 33.797 -0.826
H: 2.535 32.199 -1.147
H: 1.412 30.967 -1.526
H: 4.114 34.265 -5.191
H: 3.273 33.380 -6.371
H: 2.054 35.607 -6.959
H: 2.527 36.348 -5.362
H: 3.717 36.137 -6.535
H: 2.681 35.001 -2.351
H: 3.796 34.385 -1.120
H: 5.694 34.978 -2.994
H: 4.453 35.974 -3.600
H: 4.963 36.212 -2.004
C: -9.661 22.845 8.231
N: -10.445 24.088 8.310
O: -11.592 24.041 8.674
O: -9.916 25.217 8.091
H: -10.416 22.063 8.143
H: -9.215 22.622 9.199
H: -8.902 22.806 7.450
C: -8.372 28.729 3.187
N: -8.724 28.006 1.913
O: -7.790 27.710 1.189
O: -9.949 27.777 1.731
H: -9.282 29.194 3.566
H: -7.527 29.405 3.053
H: -7.961 28.043 3.927
C: -11.496 18.718 1.795
N: -10.689 19.473 2.750
O: -9.813 18.926 3.379
O: -11.057 20.602 2.991
H: -10.919 17.955 1.274
H: -11.902 19.441 1.087
H: -12.264 18.193 2.364

Values from the calculation:
spin multiplicity: 1
frontier orbital gap: 8.1 eV
E_LUMO: 0.12 eV
maximum force: 0.118 hartree/bohr
total energy: -225768.2067 eV
SMILES string: CN(C)P(=O)(N(C)C)N(C)C.CN(C)P(=O)(N(C)C)N(C)C.CN(C)P(=O)(N(C)C)N(C)C.CN(C)P(=O)(N(C)C)N(C)C.CN(C)P(=O)(N(C)C)N(C)C.CN(C)P(=O)(N(C)C)N(C)C.CCOP(=O)(OCC)OCC.CCOP(=O)(OCC)OCC.CCOP(=O)(OCC)OCC.C[N+](=O)[O-].C[N+](=O)[O-].C[N+](=O)[O-]

Atom charges from the Löwdin analysis, given in e for atoms 1 to 99: atom 1 (C): -0.1210, atom 2 (N): -0.3107, atom 3 (C): -0.0866, atom 4 (P): 0.6344, atom 5 (O): -0.3222, atom 6 (N): -0.3313, atom 7 (C): -0.1331, atom 8 (C): -0.1489, atom 9 (N): -0.3005, atom 10 (C): -0.0711, atom 11 (C): -0.1303, atom 12 (H): 0.0791, atom 13 (H): 0.0724, atom 14 (H): 0.0706, atom 15 (H): 0.0607, atom 16 (H): 0.0619, atom 17 (H): 0.0774, atom 18 (H): 0.0806, atom 19 (H): 0.0744, atom 20 (H): 0.0840, atom 21 (H): 0.0551, atom 22 (H): 0.0756, atom 23 (H): 0.0834, atom 24 (H): 0.0737, atom 25 (H): 0.0683, atom 26 (H): 0.0756, atom 27 (H): 0.0765, atom 28 (H): 0.0764, atom 29 (H): 0.0754, atom 30 (C): -0.1401, atom 31 (N): -0.3129, atom 32 (C): -0.1156, atom 33 (P): 0.5839, atom 34 (O): -0.2781, atom 35 (N): -0.3130, atom 36 (C): -0.1081, atom 37 (C): -0.1440, atom 38 (N): -0.3070, atom 39 (C): -0.1375, atom 40 (C): -0.0829, atom 41 (H): 0.0842, atom 42 (H): 0.0597, atom 43 (H): 0.0727, atom 44 (H): 0.0780, atom 45 (H): 0.0753, atom 46 (H): 0.0808, atom 47 (H): 0.0565, atom 48 (H): 0.0836, atom 49 (H): 0.0775, atom 50 (H): 0.0894, atom 51 (H): 0.0708, atom 52 (H): 0.0839, atom 53 (H): 0.0769, atom 54 (H): 0.0807, atom 55 (H): 0.0744, atom 56 (H): 0.0692, atom 57 (H): 0.0606, atom 58 (H): 0.0812, atom 59 (C): -0.1204, atom 60 (N): -0.3059, atom 61 (C): -0.1062, atom 62 (P): 0.6618, atom 63 (O): -0.3028, atom 64 (N): -0.3201, atom 65 (C): -0.1196, atom 66 (C): -0.1360, atom 67 (N): -0.3290, atom 68 (C): -0.1045, atom 69 (C): -0.1534, atom 70 (H): 0.0565, atom 71 (H): 0.0819, atom 72 (H): 0.0601, atom 73 (H): 0.0727, atom 74 (H): 0.0712, atom 75 (H): 0.0742, atom 76 (H): 0.0828, atom 77 (H): 0.0773, atom 78 (H): 0.0832, atom 79 (H): 0.0676, atom 80 (H): 0.0806, atom 81 (H): 0.0813, atom 82 (H): 0.0654, atom 83 (H): 0.0711, atom 84 (H): 0.0830, atom 85 (H): 0.0753, atom 86 (H): 0.0697, atom 87 (H): 0.0822, atom 88 (C): -0.0953, atom 89 (N): -0.3057, atom 90 (C): -0.1241, atom 91 (P): 0.6071, atom 92 (O): -0.3069, atom 93 (N): -0.3181, atom 94 (C): -0.1232, atom 95 (C): -0.0969, atom 96 (N): -0.3261, atom 97 (C): -0.1195, atom 98 (C): -0.1177, atom 99 (H): 0.0666

---

A 4-piece molecular cluster, C57H37ClF4N2O10S overall in a non-equilibrium geometry. Source: the Open Molecules 2025 dataset; level of theory: ωB97M-V/def2-TZVPD.

CARTESIAN COORDINATES (ANGSTROEM)
C: 0.279 0.806 3.240
C: 0.392 -0.807 2.994
C: 1.908 -1.266 2.736
F: 2.845 -0.560 3.582
C: 2.071 -2.861 2.823
C: 2.360 -3.596 1.466
C: 2.495 -5.133 1.543
C: 2.397 -5.945 2.867
C: 2.160 -5.236 4.221
S: 2.095 -6.196 5.791
O: 3.004 -7.408 5.810
O: 2.530 -5.353 6.981
C: 0.318 -6.718 6.213
F: -0.515 -6.797 5.081
F: -0.179 -5.735 7.122
F: 0.367 -7.921 6.956
C: 1.980 -3.674 4.162
Cl: 1.635 -2.671 5.655
C: 2.584 -7.476 2.461
O: 2.949 -8.479 3.089
N: 2.262 -7.495 0.997
N: 0.888 -7.495 0.713
C: 0.656 -7.630 -0.598
C: 1.057 -8.997 -1.384
C: 0.021 -6.471 -1.522
C: 2.784 -6.239 0.433
O: 3.372 -5.981 -0.636
H: 1.135 1.319 2.683
H: 0.267 0.997 4.363
H: -0.732 1.124 2.810
H: -0.246 -1.042 2.061
H: -0.095 -1.305 3.897
H: 2.161 -0.936 1.659
H: 2.462 -3.058 0.469
H: 0.616 -8.967 -2.452
H: 2.199 -8.983 -1.496
H: 0.652 -9.922 -0.859
H: 0.636 -5.522 -1.301
H: -1.098 -6.335 -1.339
H: 0.203 -6.709 -2.636
O: -1.957 -10.852 -1.463
C: -2.904 -11.566 -1.177
C: -4.008 -11.049 -0.337
C: -3.972 -9.728 0.113
C: -5.024 -9.223 0.869
C: -6.114 -10.033 1.178
C: -6.145 -11.354 0.747
C: -5.088 -11.867 -0.006
C: -5.121 -13.280 -0.446
O: -6.039 -14.010 -0.111
C: -4.028 -13.792 -1.302
C: -4.065 -15.112 -1.752
C: -3.060 -15.591 -2.584
C: -2.014 -14.755 -2.970
C: -1.966 -13.443 -2.511
C: -2.971 -12.959 -1.671
H: -3.128 -9.090 -0.130
H: -4.997 -8.194 1.214
H: -6.941 -9.634 1.758
H: -6.995 -11.982 0.995
H: -4.879 -15.767 -1.459
H: -3.093 -16.617 -2.937
H: -1.235 -15.127 -3.627
H: -1.147 -12.798 -2.813
O: 2.008 7.603 -2.040
C: 1.651 6.805 -1.191
C: 0.780 7.235 -0.073
C: 0.350 8.561 -0.007
C: -0.500 8.965 1.016
C: -0.924 8.048 1.976
C: -0.483 6.730 1.922
C: 0.375 6.322 0.901
C: 0.853 4.922 0.863
O: 0.543 4.138 1.744
C: 1.707 4.486 -0.265
C: 2.136 3.160 -0.332
C: 2.910 2.733 -1.405
C: 3.260 3.628 -2.414
C: 2.847 4.954 -2.343
C: 2.074 5.388 -1.265
H: 0.672 9.278 -0.754
H: -0.837 9.996 1.064
H: -1.597 8.362 2.767
H: -0.813 6.022 2.676
H: 1.863 2.457 0.448
H: 3.239 1.700 -1.457
H: 3.857 3.291 -3.255
H: 3.125 5.646 -3.130
O: 1.417 16.337 -4.588
C: 1.060 15.539 -3.738
C: 0.190 15.971 -2.621
C: -0.241 17.297 -2.554
C: -1.091 17.700 -1.530
C: -1.514 16.783 -0.571
C: -1.073 15.466 -0.624
C: -0.215 15.058 -1.646
C: 0.263 13.658 -1.685
O: -0.047 12.874 -0.802
C: 1.117 13.222 -2.812
C: 1.545 11.895 -2.879
C: 2.319 11.467 -3.950
C: 2.669 12.361 -4.960
C: 2.256 13.688 -4.890
C: 1.483 14.123 -3.812
H: 0.081 18.014 -3.301
H: -1.428 18.731 -1.482
H: -2.188 17.097 0.221
H: -1.403 14.757 0.129
H: 1.272 11.193 -2.098
H: 2.647 10.434 -4.002
H: 3.265 12.024 -5.802
H: 2.535 14.380 -5.678

Values from the calculation:
spin multiplicity: 1
frontier orbital gap: 6.5 eV
E_LUMO: -1.88 eV
maximum force: 0.152 hartree/bohr
total energy: -117382.0688 eV
SMILES string: CC[C@@H](F)c1cc2c(c(S(=O)(=O)C(F)(F)F)c1Cl)C(=O)N(N=C(C)C)C2=O.O=C1c2ccccc2C(=O)c2ccccc21.O=C1c2ccccc2C(=O)c2ccccc21.O=C1c2ccccc2C(=O)c2ccccc21

Atom charges from the Löwdin analysis, given in e for atoms 1 to 99: atom 1 (C): -0.0976, atom 2 (C): -0.1970, atom 3 (C): -0.2829, atom 4 (F): -0.0691, atom 5 (C): -0.0806, atom 6 (C): 0.1007, atom 7 (C): 0.0004, atom 8 (C): 0.0207, atom 9 (C): -0.1612, atom 10 (S): 0.8307, atom 11 (O): -0.3022, atom 12 (O): -0.3546, atom 13 (C): -0.4316, atom 14 (F): 0.0788, atom 15 (F): 0.0493, atom 16 (F): 0.0842, atom 17 (C): -0.3981, atom 18 (Cl): 0.6761, atom 19 (C): -0.2566, atom 20 (O): 0.1263, atom 21 (N): -0.0609, atom 22 (N): 0.0546, atom 23 (C): -0.2533, atom 24 (C): -0.0404, atom 25 (C): -0.0319, atom 26 (C): -0.3081, atom 27 (O): 0.0963, atom 28 (H): 0.0666, atom 29 (H): 0.0819, atom 30 (H): 0.0793, atom 31 (H): 0.1208, atom 32 (H): 0.0850, atom 33 (H): 0.1468, atom 34 (H): 0.1216, atom 35 (H): 0.0800, atom 36 (H): 0.0854, atom 37 (H): 0.0784, atom 38 (H): 0.0784, atom 39 (H): 0.0866, atom 40 (H): 0.0889, atom 41 (O): 0.0855, atom 42 (C): -0.2746, atom 43 (C): -0.0827, atom 44 (C): 0.0026, atom 45 (C): -0.0560, atom 46 (C): -0.0550, atom 47 (C): 0.0046, atom 48 (C): -0.0834, atom 49 (C): -0.2790, atom 50 (O): 0.1046, atom 51 (C): -0.0836, atom 52 (C): 0.0046, atom 53 (C): -0.0554, atom 54 (C): -0.0562, atom 55 (C): 0.0026, atom 56 (C): -0.0839, atom 57 (H): 0.1157, atom 58 (H): 0.1078, atom 59 (H): 0.1084, atom 60 (H): 0.1220, atom 61 (H): 0.1219, atom 62 (H): 0.1084, atom 63 (H): 0.1081, atom 64 (H): 0.1199, atom 65 (O): 0.0955, atom 66 (C): -0.2772, atom 67 (C): -0.0822, atom 68 (C): 0.0100, atom 69 (C): -0.0463, atom 70 (C): -0.0527, atom 71 (C): 0.0034, atom 72 (C): -0.0848, atom 73 (C): -0.2762, atom 74 (O): 0.0952, atom 75 (C): -0.0811, atom 76 (C): 0.0031, atom 77 (C): -0.0580, atom 78 (C): -0.0564, atom 79 (C): 0.0040, atom 80 (C): -0.0822, atom 81 (H): 0.1057, atom 82 (H): 0.1104, atom 83 (H): 0.1084, atom 84 (H): 0.1209, atom 85 (H): 0.1068, atom 86 (H): 0.1058, atom 87 (H): 0.1081, atom 88 (H): 0.1209, atom 89 (O): 0.1027, atom 90 (C): -0.2798, atom 91 (C): -0.0835, atom 92 (C): 0.0033, atom 93 (C): -0.0572, atom 94 (C): -0.0578, atom 95 (C): 0.0015, atom 96 (C): -0.0847, atom 97 (C): -0.2779, atom 98 (O): 0.0924, atom 99 (C): -0.0832